[1]
A cluster of 2 separate species, C4H14N2O in total, computed with wB97M-V/def2-TZVPD.

The geometry in XYZ format:
```
21
Properties=species:S:1:pos:R:3:forces:R:3
C 0.10087 0.91797 -1.88060 -0.7218 0.3103 0.2622
C 0.17816 1.47356 -0.45730 1.3095 -0.3512 0.8896
C 1.48592 2.18127 0.02813 -0.6529 0.0889 -0.6281
N 0.02504 0.37658 0.52395 -0.9578 0.8061 -1.1585
C -1.32572 -0.22362 0.68739 0.7329 0.4675 1.4890
N -1.59499 -1.47257 -0.04517 0.3875 0.5973 0.4209
H 0.06586 1.64106 -2.70788 -0.0319 0.0577 0.3121
H 0.91046 0.22399 -2.08333 0.1143 -0.2197 0.0813
H -0.85598 0.36672 -1.83415 0.4429 0.0297 -0.6814
H -0.63419 2.18222 -0.26783 -0.0576 -0.1173 -0.1687
H 1.64340 3.17479 -0.41399 0.0406 -0.2522 -0.1639
H 1.32045 2.31610 1.08917 0.1741 0.1150 0.2767
H 2.38769 1.56941 -0.09186 -0.2166 0.0179 -0.1487
H 0.68991 -0.36650 0.33769 -0.0736 -0.0577 0.1187
H -1.18592 -0.37880 1.78711 -1.3448 -0.7792 -0.7596
H -2.17360 0.50352 0.53186 1.1948 -0.2535 0.1433
H -2.16613 -1.22602 -0.85051 -0.1720 -0.2984 -0.1209
H -2.17745 -2.03603 0.57951 -0.1086 -0.2555 -0.1346
H 0.50289 -2.76343 0.36130 0.0297 0.3311 -0.1280
H 0.65635 -2.89533 1.82599 0.1843 0.2107 0.1211
O 1.15597 -2.57417 1.05698 -0.2731 -0.4475 -0.0226
```
Positions in Å, forces in eV/Å.

For the HOMO energy (spin up / spin down), the calculation gives 1.16 / -4.96 eV. Its spin multiplicity is 2. The net charge is -1. For the total energy, the calculation gives -345.4785 hartree. The value obtained for the largest force on an atom is 1.73 eV Å⁻¹. As for the energy above the lowest of the compared OMol25 structures with the same formula, charge and spin: 61.1 kJ/mol.

=====

[2]
A cluster of 2 separate species, CH3ClOS in total, computed with wB97M-V/def2-TZVPD.

The geometry in XYZ format:
```
7
Properties=species:S:1:pos:R:3:forces:R:3
C 0.31345 0.65306 0.40948 -1.4027 -1.9305 -1.1786
Cl 1.76407 0.26325 -0.46067 0.5388 -0.3395 -1.1693
H -0.34132 1.32837 -0.04384 -0.3760 1.5316 -1.3561
H 0.70584 1.09145 1.23637 0.2719 0.8056 3.0128
H -0.36923 -0.20777 0.50147 0.9212 -0.0554 0.6640
O 4.78193 -0.51084 0.97656 -0.6472 -0.8504 1.4436
S 5.34756 0.17025 -0.17143 0.6942 0.8386 -1.4165
```
Positions in Å, forces in eV/Å.

For the HOMO energy (spin up / spin down), the calculation gives -9.07 / -9.05 eV. For the total energy, the calculation gives -973.4303 hartree. The value obtained for the largest force on an atom is 3.13 eV Å⁻¹. As for the energy above the lowest of the compared OMol25 structures with the same formula, charge and spin: 158.5 kJ/mol.

=====

[3]
The molecule C13H26N2O5S, computed with wB97M-V/def2-TZVPD.

The geometry in XYZ format:
```
47
Properties=species:S:1:pos:R:3:forces:R:3
C -0.29041 -3.04592 0.57383 0.1049 0.0547 0.1493
C -0.64577 -3.63476 1.91671 0.0751 -1.4179 0.2009
O -0.53063 -4.83966 2.14073 -0.5052 1.6610 -0.2814
N -1.14679 -2.73041 2.88202 0.6017 -0.6721 -0.3717
C -0.11378 -1.83419 3.46195 -0.5487 0.2933 0.2139
C -0.58985 -0.38257 3.50882 0.2067 -0.3278 -0.3143
C -0.52340 0.27262 2.12329 0.4005 -0.5183 0.4446
C 0.88689 0.76960 1.82665 -0.1439 0.5179 -0.0261
C 0.98877 1.56149 0.52040 0.0671 -0.9365 0.4612
O 2.17696 2.35327 0.66504 -0.2730 0.1058 -0.7941
S 2.83995 3.12296 -0.63991 -0.1340 0.6018 0.3084
O 3.15184 4.42500 -0.11297 0.0841 -0.1286 -0.0591
O 1.49767 3.36596 -1.57241 0.4808 -0.4842 0.1071
C 1.35537 2.27886 -2.51521 0.1100 -0.2406 0.0363
C 0.39913 1.25818 -1.94761 -0.2073 0.2343 -0.1039
C -0.09274 0.24486 -2.98834 -0.2804 0.1863 0.5959
C -1.47813 -0.31206 -2.62853 0.2207 -0.0099 -0.5381
C -2.59050 0.73148 -2.78068 0.4429 0.3713 0.2786
O -3.27576 0.98309 -1.56007 -0.3676 -0.3754 -0.1441
C 0.95166 0.60804 -0.68155 -0.0142 -0.2619 -0.0951
N 2.24485 -0.04066 -0.92952 -0.1959 0.0823 0.0244
H -0.08257 -3.83841 -0.13315 0.1429 -0.1576 0.0120
H -1.09579 -2.42954 0.18387 -0.1252 0.0904 0.0980
H 0.59212 -2.41561 0.68782 0.0896 0.0827 -0.1224
H -1.53154 -3.32239 3.60554 -0.0701 0.0585 0.2167
H 0.08470 -2.17195 4.47726 0.1361 -0.0856 0.0561
H 0.81942 -1.93002 2.91139 0.0991 0.0166 -0.0889
H -1.61148 -0.40707 3.87800 -0.1114 0.1546 0.1187
H 0.03790 0.14929 4.22259 -0.0697 0.2267 0.0923
H -0.77964 -0.51984 1.42194 -0.3576 0.1870 -0.2677
H -1.24874 1.07695 2.03795 -0.0661 0.1317 -0.0763
H 1.20606 1.44331 2.62128 0.0244 0.0257 0.1054
H 1.59429 -0.05922 1.82030 0.1260 -0.1142 0.0047
H 0.09575 2.18268 0.46520 0.1052 0.4288 -0.0892
H 2.32939 1.81753 -2.68426 0.1152 -0.0262 -0.0527
H 1.01752 2.66777 -3.47010 -0.1894 0.3347 0.0412
H -0.46796 1.82644 -1.59841 -0.1711 0.0882 -0.1162
H -0.19418 0.74305 -3.95110 0.2484 -0.0628 -0.2251
H 0.62230 -0.57014 -3.07559 0.1214 -0.0758 -0.2634
H -1.67538 -1.14300 -3.30439 -0.0774 -0.2171 0.1306
H -1.48667 -0.68606 -1.60826 -0.1096 -0.1275 0.1108
H -3.31875 0.43599 -3.52806 -0.2073 -0.1582 0.0384
H -2.14708 1.66644 -3.13322 -0.0238 0.0732 -0.1508
H -2.87960 1.73776 -1.13309 0.1451 0.2838 0.1829
H 0.20519 -0.14448 -0.41136 -0.1667 0.0160 0.1881
H 2.07362 -0.85937 -1.49913 0.1386 -0.0430 -0.1719
H 2.62579 -0.40526 -0.06561 0.1288 0.1337 0.1359
```
Positions in Å, forces in eV/Å.

For the HOMO energy, the calculation gives -9.78 eV. For the total energy, the calculation gives -1394.8161 hartree. The value obtained for the largest force on an atom is 1.76 eV Å⁻¹. As for the energy above the lowest of the compared OMol25 structures with the same formula, charge and spin: 97.4 kJ/mol.

=====

[4]
A cluster of 2 separate species, CH7N2O in total, computed with wB97M-V/def2-TZVPD.

The geometry in XYZ format:
```
11
Properties=species:S:1:pos:R:3:forces:R:3
N 2.37517 0.15201 -0.04563 -0.0019 0.5187 -0.3518
H 2.03400 -0.67135 0.43454 0.2755 -0.0266 -0.1100
H 3.35846 0.12161 -0.28543 -0.0429 -0.4567 0.2930
H 1.86520 0.22471 -0.92006 -0.3406 0.0209 0.2263
N -0.94947 0.47605 -0.66377 0.4908 -0.0499 0.9995
C -1.50320 -0.46397 0.49815 0.2387 0.7185 -0.6021
O -2.67282 -0.97759 0.25129 -0.1320 -0.1613 -0.0129
H -0.65884 1.29429 -0.11422 0.0526 -0.0609 -0.6016
H -1.75860 0.78533 -1.18550 -0.3901 -0.1252 0.0453
H -1.43844 0.23392 1.38472 -0.1665 -0.1275 0.1750
H -0.65147 -1.17501 0.64592 0.0163 -0.2498 -0.0608
```
Positions in Å, forces in eV/Å.

For the HOMO energy, the calculation gives -2.31 eV. The net charge is -1. For the total energy, the calculation gives -227.0266 hartree. The value obtained for the largest force on an atom is 1.11 eV Å⁻¹. As for the energy above the lowest of the compared OMol25 structures with the same formula, charge and spin: 60.7 kJ/mol.

=====

[5]
A structure of composition C23H17BrFN5O6SW, computed with wB97M-V/def2-TZVPD.

The geometry in XYZ format:
```
55
Properties=species:S:1:pos:R:3:forces:R:3
W 0.20420 -0.49017 0.13912 0.6630 -0.2051 -0.0972
N -4.62727 -2.63099 5.88497 0.0000 0.0138 0.0118
C -3.86202 -2.61118 4.78838 -0.0092 -0.0013 0.0458
C -4.24916 -3.33520 3.63465 0.0129 0.0022 -0.0215
C -3.46253 -3.33259 2.52103 -0.0180 0.0883 0.0634
C -2.26842 -2.57968 2.51709 -0.2556 -0.0377 0.2346
C -1.86038 -1.86371 3.65687 -0.0250 -0.0489 -0.0345
C -2.64631 -1.88186 4.77263 -0.0328 -0.0112 0.0267
S -1.35028 -2.66697 1.12682 0.3195 0.1647 -0.2049
O 0.03622 -2.05684 1.44471 -0.2867 0.0366 0.2534
O -1.35107 -3.95061 0.52261 0.0802 0.0631 -0.1114
N -1.68126 -1.46186 0.01668 0.3345 -0.3398 -0.2780
C -1.54823 -1.86346 -1.34206 -0.4446 0.1307 0.2685
N -0.50563 -1.19827 -1.83184 0.3232 0.1180 -0.0305
C -0.12069 -1.44386 -3.09370 -0.1190 0.1694 -0.0692
C -0.85704 -2.32823 -3.84386 -0.0529 -0.0201 -0.0092
C -1.95986 -2.93818 -3.23686 0.0212 0.0157 0.0029
N -2.31169 -2.71623 -1.96558 0.0596 0.0194 -0.1097
H -5.47256 -3.17454 5.92118 0.0029 -0.0040 -0.0042
H -4.34755 -2.15960 6.72767 0.0028 0.0029 0.0002
H -5.16553 -3.91015 3.64732 0.0019 0.0017 0.0061
H -3.75222 -3.90617 1.65048 0.0071 -0.0049 -0.0061
H -0.90727 -1.35517 3.68005 0.0252 0.0252 -0.0579
H -2.32611 -1.36500 5.66790 -0.0026 -0.0041 -0.0016
H 0.74840 -0.91820 -3.46706 0.0158 -0.0115 0.0215
H -0.59002 -2.54172 -4.86795 -0.0279 -0.0209 -0.0012
H -2.58041 -3.63278 -3.79003 -0.0014 -0.0031 0.0099
O 1.69113 3.18109 -0.05208 0.0852 0.0128 -0.1189
C 1.44012 2.08955 0.27606 -0.1569 -0.0375 -0.0122
O 0.82607 1.13009 -0.54837 -0.1570 -0.0423 -0.0466
C 1.63194 1.46090 1.67703 -0.2265 -0.3690 0.0351
O 2.10295 2.00548 2.60287 0.1052 0.0413 0.0477
O 1.09562 0.19596 1.68148 0.2164 0.4327 0.1726
F 5.25447 -3.29096 -1.97044 0.0065 0.0000 -0.0078
C 4.17569 -2.68960 -1.51323 0.0311 -0.0295 0.0016
C 4.07547 -1.31005 -1.64150 -0.0099 0.0638 -0.0094
C 2.94610 -0.68430 -1.16405 0.0896 -0.1659 -0.0352
C 1.91535 -1.42361 -0.53714 -0.4445 0.0587 0.1981
C 2.06202 -2.82798 -0.43344 0.1132 0.0025 -0.0564
C 3.18240 -3.46002 -0.92181 -0.0260 -0.0146 0.0088
H 4.87513 -0.75559 -2.11359 0.0066 -0.0112 0.0005
H 2.86270 0.38320 -1.30226 -0.0038 0.0289 0.0016
H 1.31119 -3.43583 0.04912 -0.0120 -0.0012 0.0098
H 3.31408 -4.53008 -0.83673 0.0056 0.0039 -0.0053
Br -2.19287 1.53389 -1.42510 -0.1455 0.0153 -0.0905
C -2.19977 1.90066 0.41880 -0.0219 -0.0093 0.0951
C -3.02658 2.89897 0.89703 0.0029 -0.0094 0.0369
C -2.99598 3.16718 2.25514 -0.0413 0.0495 -0.0042
C -2.14447 2.43788 3.07108 0.0185 -0.0300 0.0000
C -1.35416 1.46486 2.49848 -0.0062 -0.0065 0.0486
N -1.37501 1.18575 1.18363 -0.0100 -0.0919 -0.1868
H -3.66270 3.44986 0.22026 -0.0008 -0.0005 -0.0008
H -3.62312 3.94671 2.66681 -0.0003 -0.0029 -0.0025
H -2.07775 2.62699 4.13261 -0.0045 0.0020 -0.0034
H -0.65455 0.89788 3.09566 -0.0077 -0.0290 0.0159
```
Positions in Å, forces in eV/Å.

For the HOMO energy, the calculation gives -14.12 eV. The net charge is +2. For the total energy, the calculation gives -4750.5151 hartree. The value obtained for the largest force on an atom is 0.70 eV Å⁻¹. As for the energy above the lowest of the compared OMol25 structures with the same formula, charge and spin: 20.2 kJ/mol.

=====

[6]
A structure of composition C23H32NRu, computed with wB97M-V/def2-TZVPD.

The geometry in XYZ format:
```
57
Properties=species:S:1:pos:R:3:forces:R:3
C -0.38740 -0.92417 -3.35819 0.2054 0.1413 1.2434
C 0.61000 -1.86056 -2.73320 0.7446 0.0070 0.6883
C -1.85549 -1.17931 -3.34508 -0.9108 0.0833 0.0406
C 0.10899 0.44074 -3.69938 0.2223 0.6975 0.0600
H -2.26806 -1.14114 -4.37316 0.0556 0.0654 0.3486
H -2.45740 -0.44309 -2.73648 0.7309 -0.3696 -0.6128
H -2.16303 -2.14254 -2.91768 0.4445 0.0670 -0.3103
H 1.25690 -2.35571 -3.49142 -0.2218 0.2692 0.3912
H 0.16720 -2.65281 -2.11595 -0.2549 -0.0076 -0.5063
H 1.30590 -1.35240 -1.97984 -0.6605 -0.2065 -1.1434
H 0.56957 0.46646 -4.70358 -0.0323 0.1259 0.2839
H 0.85555 0.83295 -2.96614 -0.1742 -0.6177 -0.5653
H -0.67601 1.21274 -3.66856 -0.0479 -0.4610 -0.3952
C -2.84994 -0.97813 1.39708 -0.4890 -1.1564 0.7651
C -3.24802 -1.86678 0.38238 -0.3802 0.2319 0.2830
C -2.11369 -2.38829 -0.24738 0.2940 -0.1076 -0.1298
H -4.28235 -2.14866 0.14455 0.5813 0.3348 0.0950
C -0.93286 -1.80338 0.32055 0.2464 -0.3966 1.4293
C -1.40931 -1.01000 1.51118 0.5410 -1.9664 -0.1052
H -0.79199 -0.70377 2.35374 -0.5873 -0.5402 0.2606
H -3.49684 -0.45235 2.11025 0.2916 -0.3422 -0.5240
H -2.09847 -3.21139 -0.98047 -0.0450 0.7750 0.3528
H 0.07209 -2.18747 0.08829 -0.6878 0.1127 0.4350
C -1.49964 2.32236 0.22963 -0.2641 1.5095 -0.5534
C -2.76356 1.83424 0.74741 0.0666 1.5524 -0.8841
C -3.62354 1.61110 -0.38406 0.5207 -0.0620 0.0565
H -3.03916 1.85292 1.79381 -0.0810 0.0452 -0.1970
C -2.88361 1.74720 -1.56419 0.3027 0.1919 0.6980
C -1.51928 2.07467 -1.20917 -0.9246 1.1441 0.6581
H -0.81164 2.43852 -1.95741 -0.2979 -0.3466 0.5499
H -0.64716 2.73537 0.77822 -0.6203 0.4283 -0.0947
H -4.69554 1.41582 -0.33579 0.4433 -0.2318 0.0587
H -3.26180 1.73277 -2.58924 0.1313 -0.2362 0.4929
Ru -0.90002 0.40459 0.22522 0.6428 -0.5498 -3.7829
C 1.38548 0.79907 3.30043 -0.2224 0.7958 0.1639
N 2.17129 -0.43023 3.02683 0.8582 -0.0603 0.3729
C 1.98356 -1.43523 4.11059 0.3564 -0.1805 0.1223
C 1.92423 -1.02365 1.65010 0.1662 0.5518 0.2203
C 2.14123 0.07838 0.67622 1.1570 1.0539 -0.9161
C 3.50455 0.46659 0.53411 -0.8606 -0.1516 0.1188
C 3.84490 1.62153 -0.15271 0.3074 -0.0110 0.1091
C 2.84930 2.36147 -0.78888 0.0864 -0.0014 -0.1089
C 1.52693 1.94686 -0.73840 0.2961 0.0861 0.3369
C 1.14051 0.85341 0.05978 -0.8916 -0.9701 -0.0414
H 0.30923 0.57878 3.22616 0.5453 0.0713 0.0624
H 1.65555 1.58525 2.57364 -0.1632 -0.4938 0.3842
H 1.62455 1.14291 4.31952 -0.1110 -0.1870 -0.4207
H 3.17534 -0.14689 3.02917 -0.8213 -0.1681 -0.0170
H 0.94892 -1.78476 4.08849 0.1569 0.0658 0.0333
H 2.67438 -2.27235 3.92363 -0.3454 0.2987 0.1538
H 2.21433 -0.94793 5.06776 -0.1162 -0.3177 -0.2837
H 2.64228 -1.82133 1.52326 0.3310 -0.1762 0.0483
H 0.95584 -1.47122 1.67664 -0.6037 -0.0334 -0.0165
H 4.27086 -0.15388 1.00864 -0.0188 0.2103 -0.2089
H 4.88759 1.94467 -0.18752 -0.3385 -0.1228 -0.0818
H 3.09858 3.26986 -1.33621 0.0395 -0.2632 0.0684
H 0.80018 2.51818 -1.31720 0.4069 -0.1806 0.5140
```
Positions in Å, forces in eV/Å.

For the HOMO energy (spin up / spin down), the calculation gives -9.12 / -10.69 eV. Its spin multiplicity is 5. The net charge is +1. For the total energy, the calculation gives -1044.7245 hartree. The value obtained for the largest force on an atom is 3.88 eV Å⁻¹. As for the energy above the lowest of the compared OMol25 structures with the same formula, charge and spin: 45.0 kJ/mol.

=====

Question: Which value of total energy does entry 3 give?
Answer: -1394.8161 hartree